[1]
Entry from the OMol25 dataset: C32H30BrCl2N4O3Pt as an isolated structure (ωB97M-V/def2-TZVPD).

Structure (XYZ):
```
73
C32H30BrCl2N4O3Pt | the OMol25 dataset | ωB97M-V/def2-TZVPD
Pt -0.918 0.866 -2.819
Cl 3.013 6.203 -1.392
C 1.694 5.117 -1.500
C 1.794 4.029 -2.306
C 0.710 3.118 -2.385
N 0.698 1.969 -3.078
C 1.694 1.455 -3.985
O 2.767 2.008 -4.179
C 1.222 0.251 -4.597
C 2.048 -0.576 -5.369
C 1.534 -1.689 -5.969
C 0.138 -1.991 -5.820
C -0.639 -1.191 -5.060
N -0.133 -0.091 -4.409
C -0.505 3.386 -1.643
C -0.576 4.496 -0.821
C 0.504 5.353 -0.743
Cl 0.388 6.717 0.270
N -1.499 2.430 -1.812
C -2.730 2.339 -1.183
O -3.250 3.194 -0.525
C -3.356 0.972 -1.373
C -4.483 0.632 -0.670
C -5.004 -0.648 -0.809
C -4.373 -1.535 -1.658
C -3.240 -1.123 -2.334
N -2.742 0.106 -2.199
H 2.687 3.837 -2.877
H 3.089 -0.294 -5.468
H 2.168 -2.332 -6.565
H -0.308 -2.835 -6.327
H -1.699 -1.376 -4.948
H -1.472 4.684 -0.253
H -4.924 1.380 -0.021
H -5.886 -0.948 -0.258
H -4.745 -2.542 -1.799
H -2.711 -1.789 -3.000
C 3.352 -2.405 3.895
C 2.281 -3.218 3.148
C 1.330 -3.878 4.165
C 2.979 -4.317 2.343
C 1.460 -2.290 2.267
C 1.268 -2.536 0.892
C 0.513 -1.672 0.166
Br 0.269 -1.979 -1.683
C -0.130 -0.484 0.718
O -0.789 0.269 -0.021
C 0.061 -0.258 2.154
C 0.838 -1.160 2.837
C -0.583 0.897 2.948
C -1.566 0.279 3.959
C 0.518 1.668 3.697
C -1.360 1.917 2.105
H 3.953 -3.078 4.511
H 2.916 -1.652 4.553
H 4.019 -1.901 3.191
H 1.888 -4.585 4.782
H 0.533 -4.424 3.654
H 0.871 -3.138 4.825
H 3.588 -4.920 3.018
H 3.642 -3.899 1.581
H 2.263 -4.987 1.861
H 1.715 -3.393 0.409
H 0.978 -0.998 3.898
H -1.065 -0.388 4.663
H -2.341 -0.291 3.441
H -2.052 1.074 4.531
H 1.045 1.049 4.425
H 0.070 2.505 4.237
H 1.253 2.068 2.994
H -2.207 1.462 1.591
H -0.722 2.393 1.358
H -1.744 2.692 2.773
```

Results
⟨S²⟩: 6.09
Kohn-Sham gap (spin up / spin down) (eV): 5.277 / 5.902
Highest occupied orbital energy (spin up / spin down) (eV): -8.71 / -11.87
Charge: +1
LUMO (spin up / spin down) (eV): -3.43 / -5.96
2S+1: 5

[2]
Entry from the OMol25 dataset: a 2-piece molecular cluster, C18H23ClFN2O5P overall in a non-equilibrium geometry (ωB97M-V/def2-TZVPD).

Structure (XYZ):
```
51
C18H23ClFN2O5P | the OMol25 dataset | ωB97M-V/def2-TZVPD
N -3.172 2.362 -2.008
P -1.500 3.061 -1.845
O -0.644 2.481 -3.246
C -0.848 2.250 -0.216
C 0.346 1.106 -0.162
C 0.819 0.420 1.285
C 0.045 0.944 2.637
C -1.139 2.122 2.610
C -1.595 2.789 1.180
C -2.773 3.972 1.150
C -2.844 4.696 2.636
O -1.792 5.433 3.080
Cl -4.341 4.547 3.769
C 0.451 0.258 4.088
O -0.273 0.429 5.209
C 1.814 -0.650 4.190
C 2.530 -1.106 2.951
C 3.922 -1.974 3.181
C 4.831 -1.276 4.369
F 6.302 -1.231 4.035
C 1.966 -0.752 1.418
O 2.394 -1.424 0.325
H -3.593 2.435 -1.033
H -2.971 1.322 -2.100
H -1.379 2.110 -3.849
H 0.864 0.778 -1.169
H -1.589 2.412 3.658
H -2.445 4.804 0.359
H -3.831 3.546 0.872
H 2.197 -0.921 5.281
H 4.548 -1.854 2.181
H 3.741 -3.125 3.337
H 4.635 -1.884 5.353
H 4.532 -0.146 4.582
C 0.748 -1.563 -4.835
O -0.669 -1.621 -4.911
C -1.248 -2.759 -4.265
C -1.327 -2.651 -2.725
C 0.015 -2.837 -2.020
N -1.915 -1.369 -2.303
H 1.206 -2.554 -4.897
H 1.050 -1.052 -3.922
H 1.107 -0.963 -5.675
H -2.272 -2.826 -4.652
H -0.738 -3.678 -4.580
H -1.984 -3.459 -2.377
H 0.644 -1.944 -2.060
H -0.142 -3.057 -0.958
H 0.577 -3.671 -2.452
H -2.857 -1.302 -2.688
H -1.402 -0.627 -2.788
```

Results
Kohn-Sham gap (eV): 6.697
Highest occupied orbital energy (eV): -8.93
Charge: 0
LUMO (eV): -2.23
Structure (SMILES): NP(O)c1cc2c(cc1CC(=O)Cl)C(=O)C=C(CCF)C2=O.COC[C@@H](C)N

[3]
Entry from the OMol25 dataset: C29H40N2O4 in the gas phase (ωB97M-V/def2-TZVPD).

Structure (XYZ):
```
75
C29H40N2O4 | the OMol25 dataset | ωB97M-V/def2-TZVPD
C 2.135 0.801 5.220
C 1.156 -0.236 4.679
C 0.579 0.053 3.287
C -0.357 1.277 3.337
N -1.026 1.592 2.093
C -2.056 0.653 1.701
C -2.904 1.295 0.607
C -2.030 1.727 -0.532
C -2.541 1.826 -1.819
C -1.768 2.231 -2.898
O -2.251 2.294 -4.187
C -3.601 1.978 -4.414
C -0.427 2.583 -2.664
O 0.500 2.993 -3.584
C 0.111 3.381 -4.881
C 0.068 2.487 -1.369
C -0.701 2.050 -0.302
C -0.055 1.843 1.043
C 0.929 0.668 0.893
C 1.631 0.289 2.197
C 2.623 -0.869 1.971
C 2.093 -2.279 1.608
N 1.458 -2.862 2.782
C 0.594 -3.987 2.497
C -0.606 -3.462 1.718
C -0.114 -2.799 0.466
C -0.928 -2.695 -0.651
C -0.502 -2.112 -1.838
O -1.454 -2.065 -2.815
C -1.270 -1.269 -3.964
C 0.835 -1.682 -1.928
O 1.282 -1.171 -3.122
C 2.476 -0.429 -3.129
C 1.647 -1.803 -0.811
C 1.180 -2.297 0.404
H 3.026 0.866 4.602
H 2.445 0.521 6.225
H 1.679 1.786 5.273
H 1.647 -1.209 4.650
H 0.318 -0.318 5.375
H -0.009 -0.822 3.002
H -1.124 1.122 4.101
H 0.221 2.164 3.614
H -1.658 -0.304 1.327
H -2.675 0.444 2.578
H -3.407 2.174 1.021
H -3.668 0.595 0.261
H -3.574 1.560 -1.972
H -3.826 0.942 -4.140
H -4.271 2.653 -3.871
H -3.751 2.108 -5.485
H -0.662 4.153 -4.857
H 1.013 3.788 -5.339
H -0.246 2.533 -5.470
H 1.099 2.770 -1.222
H 0.498 2.749 1.330
H 1.673 0.917 0.135
H 0.351 -0.176 0.528
H 2.239 1.152 2.500
H 3.222 -0.989 2.877
H 3.305 -0.556 1.177
H 2.992 -2.868 1.323
H 2.174 -3.123 3.451
H 0.275 -4.422 3.448
H 1.096 -4.775 1.906
H -1.292 -4.273 1.469
H -1.144 -2.743 2.343
H -1.943 -3.058 -0.615
H -0.482 -1.663 -4.610
H -2.224 -1.308 -4.492
H -1.038 -0.235 -3.701
H 2.529 0.028 -4.117
H 3.354 -1.067 -2.982
H 2.460 0.359 -2.371
H 2.673 -1.477 -0.869
```

Results
Relative energy (zero: lowest compared OMol25 entry of this formula, charge and spin) (kcal per mole): 0.0
Kohn-Sham gap (eV): 8.428
Highest occupied orbital energy (eV): -7.68
Charge: 0
LUMO (eV): 0.74
Structure (SMILES): CC[C@H]1CN2CCc3cc(OC)c(OC)cc3[C@@H]2C[C@@H]1C[C@H]1NCCc2cc(OC)c(OC)cc21